{"formula": "C62H69N8O19PS2", "method": "ωB97M-V/def2-TZVPD", "max_force_ev_per_a": 0.4, "gap_ev": 8.058, "energy_ha": -5408.594641, "elements": ["C", "C", "C", "C", "C", "C", "C", "C", "C", "P", "S", "C", "C", "C", "C", "C", "S", "O", "O", "O", "H", "H", "H", "H", "H", "H", "H", "H", "H", "H", "H", "H", "H", "H", "H", "H", "H", "H", "H", "H", "H", "H", "H", "H", "H", "H", "H", "H", "H", "C", "C", "C", "C", "C", "C", "N", "O", "O", "H", "H", "H", "H", "H", "C", "C", "C", "C", "C", "C", "N", "O", "O", "H", "H", "H", "H", "H", "C", "C", "C", "C", "C", "C", "N", "O", "O", "H", "H", "H", "H", "H", "C", "C", "C", "C", "C", "C", "N", "O", "O", "H", "H", "H", "H", "H", "C", "C", "C", "C", "C", "C", "N", "O", "O", "H", "H", "H", "H", "H", "C", "C", "C", "C", "C", "C", "N", "O", "O", "H", "H", "H", "H", "H", "C", "C", "C", "C", "C", "C", "N", "O", "O", "H", "H", "H", "H", "H", "C", "C", "C", "C", "C", "C", "N", "O", "O", "H", "H", "H", "H", "H"], "coordinates": [[1.7467, -3.4321, 2.8733], [2.4684, -2.1039, 3.0815], [2.3862, -1.1897, 1.8545], [1.0533, -0.4234, 1.8059], [1.2114, 0.9919, 2.3598], [-0.0638, 1.7375, 2.7821], [-1.1859, 0.8958, 3.3484], [-2.4336, 1.6961, 3.6698], [-3.5369, 0.8809, 4.3930], [-3.6772, 1.5108, 6.1405], [-4.8244, 0.5250, 7.3552], [-4.9656, 1.0485, 3.7670], [-5.2082, 2.4849, 3.2898], [-5.2549, 0.0082, 2.6584], [-6.3515, 0.4016, 1.6666], [-3.1678, -0.6087, 4.5036], [-1.5311, -0.9443, 5.1197], [-1.5018, -0.8452, 6.5454], [-1.0843, -2.1530, 4.4957], [-0.6874, 0.2790, 4.5802], [2.3984, -4.1528, 2.3756], [1.4081, -3.8686, 3.8140], [0.8718, -3.3072, 2.2294], [2.0086, -1.5830, 3.9283], [3.5150, -2.2847, 3.3364], [2.5205, -1.7729, 0.9402], [3.2037, -0.4648, 1.9131], [0.6699, -0.3859, 0.7811], [0.3275, -0.9879, 2.3975], [1.9118, 0.9640, 3.1993], [1.6931, 1.6031, 1.5917], [0.2072, 2.4559, 3.5642], [-0.4835, 2.3256, 1.9665], [-1.4306, 0.0849, 2.6559], [-2.7888, 2.1097, 2.7289], [-2.1261, 2.5353, 4.3069], [-2.3382, 1.6804, 6.5253], [-4.0838, 2.8371, 5.9246], [-5.6725, 0.8351, 4.5759], [-4.7440, 3.2275, 3.9402], [-4.7947, 2.6422, 2.2909], [-6.2743, 2.6953, 3.2373], [-5.5664, -0.9146, 3.1563], [-4.3489, -0.2360, 2.1010], [-7.1895, 0.8795, 2.1778], [-6.7399, -0.4862, 1.1665], [-5.9784, 1.0739, 0.8971], [-3.1822, -1.0875, 3.5274], [-3.8466, -1.1386, 5.1759], [-0.4519, 0.2624, -3.7690], [0.0764, 1.1235, -2.8155], [-0.6673, 1.4616, -1.6963], [-1.9316, 0.9094, -1.5632], [-2.4834, 0.0462, -2.4942], [-1.7281, -0.2618, -3.6129], [-2.7024, 1.2248, -0.3558], [-2.2635, 2.0858, 0.3915], [-3.7181, 0.5977, -0.1289], [0.1376, -0.0012, -4.6355], [1.0737, 1.5221, -2.9431], [-0.2764, 2.1182, -0.9321], [-3.4695, -0.3645, -2.3392], [-2.1296, -0.9330, -4.3608], [1.6261, 4.9005, -8.4905], [0.9112, 4.5480, -7.3513], [1.2596, 3.4160, -6.6347], [2.3284, 2.6609, -7.0891], [3.0551, 2.9883, -8.2167], [2.6944, 4.1278, -8.9179], [2.7137, 1.4575, -6.3276], [2.0487, 1.1781, -5.3436], [3.6635, 0.8128, -6.7166], [1.3483, 5.7881, -9.0440], [0.0805, 5.1563, -7.0198], [0.7241, 3.1159, -5.7464], [3.8899, 2.3775, -8.5251], [3.2504, 4.4058, -9.8026], [1.5675, -4.7299, -6.8021], [2.0238, -3.9245, -5.7670], [1.2195, -3.6881, -4.6640], [-0.0355, -4.2703, -4.6336], [-0.5183, -5.0658, -5.6562], [0.3020, -5.2978, -6.7478], [-0.8767, -4.0485, -3.4428], [-0.4398, -3.3038, -2.5863], [-1.9701, -4.5828, -3.4018], [2.2057, -4.9194, -7.6551], [3.0100, -3.4827, -5.8127], [1.5507, -3.0737, -3.8399], [-1.5031, -5.5007, -5.5824], [-0.0461, -5.9308, -7.5524], [8.9180, 8.1434, -9.5756], [7.9033, 8.4121, -8.6666], [6.9508, 7.4468, -8.3808], [7.0459, 6.2255, -9.0222], [8.0446, 5.9313, -9.9323], [8.9878, 6.9088, -10.2074], [6.0412, 5.1891, -8.7165], [5.1541, 5.4681, -7.9349], [6.1517, 4.1113, -9.2714], [9.6602, 8.9004, -9.7919], [7.8525, 9.3745, -8.1759], [6.1508, 7.6252, -7.6783], [8.0739, 4.9615, -10.4053], [9.7792, 6.7031, -10.9152], [-3.7072, -3.9241, 6.1475], [-4.5275, -3.5508, 7.2041], [-5.4967, -4.4257, 7.6708], [-5.6136, -5.6608, 7.0596], [-4.8099, -6.0551, 6.0047], [-3.8479, -5.1685, 5.5477], [-6.6387, -6.6023, 7.5556], [-7.3511, -6.2322, 8.4678], [-6.7107, -7.6914, 7.0205], [-2.9556, -3.2366, 5.7876], [-4.4103, -2.5755, 7.6597], [-6.1518, -4.1664, 8.4888], [-4.9446, -7.0308, 5.5630], [-3.2039, -5.4481, 4.7246], [-0.0541, -7.4953, 0.9402], [-0.9284, -7.1246, -0.0720], [-0.5191, -7.1636, -1.3954], [0.7731, -7.5769, -1.6672], [1.6679, -7.9430, -0.6783], [1.2399, -7.9004, 0.6390], [1.2120, -7.6293, -3.0761], [0.3933, -7.3220, -3.9217], [2.3436, -8.0021, -3.3107], [-0.3799, -7.4613, 1.9712], [-1.9330, -6.8013, 0.1654], [-1.1791, -6.8783, -2.2016], [2.6669, -8.2541, -0.9443], [1.9202, -8.1823, 1.4316], [-2.9358, 7.6433, -0.7635], [-1.6998, 8.0324, -1.2628], [-0.5959, 7.2084, -1.1092], [-0.7674, 6.0052, -0.4504], [-1.9860, 5.5916, 0.0578], [-3.0786, 6.4286, -0.1054], [0.3972, 5.1110, -0.2945], [1.4601, 5.4675, -0.7563], [0.2091, 4.0568, 0.2859], [-3.7938, 8.2904, -0.8896], [-1.5929, 8.9793, -1.7744], [0.3782, 7.4823, -1.4858], [-2.0670, 4.6360, 0.5552], [-4.0434, 6.1282, 0.2805], [1.6714, -0.0988, 7.3887], [2.4215, 0.2079, 6.2611], [3.7321, -0.2291, 6.1531], [4.2600, -0.9707, 7.1943], [3.5364, -1.2881, 8.3298], [2.2261, -0.8444, 8.4200], [5.6524, -1.4515, 7.0842], [6.2772, -1.1476, 6.0866], [6.0922, -2.1225, 7.9970], [0.6431, 0.2318, 7.4500], [1.9777, 0.7806, 5.4572], [4.3385, -0.0104, 5.2869], [3.9960, -1.8725, 9.1125], [1.6354, -1.0888, 9.2924]]}